# 1
ORCA calculation (the ωB97M-V functional and the def2-TZVPD basis) on 2 unconnected molecules or ions with the total composition C4H13N4O.

Charge: +1
Energy relative to the best compared isomer or geometry (same formula, charge and spin), kJ/mol: 213.4

The geometry in XYZ format:
```
22
Properties=species:S:1:pos:R:3:forces:R:3
C 0.59363 -3.27944 -2.38367 -1.53 4.65 0.65
C 0.73215 -1.30961 -0.93749 -1.86 3.22 1.95
N 1.46306 -0.71155 0.06826 3.26 0.02 -0.45
N 0.86671 -2.63358 -1.04892 0.74 0.65 -0.23
N -0.26698 -0.48227 -1.49968 4.17 0.45 3.79
H 2.55437 -0.94007 0.13321 -3.45 0.15 -0.31
H 1.35570 0.30827 0.26989 -0.61 -1.10 -0.39
H 1.41456 -2.94411 -0.20551 -0.59 -0.49 -1.90
H -0.84425 -0.86302 -2.13251 -2.63 -1.60 -2.52
H -0.56137 0.41532 -0.98959 1.09 -1.65 -0.84
H -0.47087 -3.46116 -2.44932 -0.42 0.29 -0.12
H 0.98212 -4.19469 -2.49764 2.24 -3.06 -0.24
H 0.91287 -2.49878 -3.15353 -0.33 -1.56 0.75
C -2.06289 2.39523 1.61752 -0.64 -0.62 -0.82
C -0.56898 2.27029 1.48202 2.54 0.26 2.09
O -0.05370 1.57047 0.59412 -0.47 0.98 0.63
N 0.20399 2.84511 2.51603 -1.46 -0.81 -1.67
H -2.28573 2.00998 0.57043 -0.84 0.33 1.58
H -2.48015 3.44668 1.71435 0.73 -1.35 0.14
H 1.17798 2.99574 2.64686 0.93 -0.72 -1.09
H -0.23113 3.37522 3.21605 -1.39 0.61 0.70
H -2.43109 1.68596 2.46912 0.53 1.35 -1.71
```
Positions in Å, forces in eV/Å.

---

# 2
ORCA calculation (the ωB97M-V functional and the def2-TZVPD basis) on 2 unconnected molecules or ions with the total composition C4H13N4O.

Spin multiplicity: 2
Charge: +2
<S²>: 0.7551
Energy relative to the best compared isomer or geometry (same formula, charge and spin), kJ/mol: 22.9

The geometry in XYZ format:
```
22
Properties=species:S:1:pos:R:3:forces:R:3
C -3.63037 -1.68546 -0.77302 -0.44 -0.08 -0.58
C -1.51802 -1.04939 0.24258 0.30 1.17 -1.66
N -0.16011 -1.03854 0.17253 -0.04 -0.92 0.71
N -2.17328 -1.78904 -0.66094 -0.39 -0.16 1.33
N -2.12538 -0.05525 0.91495 -0.04 -0.71 0.56
H 0.26791 -1.84717 -0.26018 -0.04 0.02 -0.14
H 0.38199 -0.71794 0.96126 -0.24 0.04 0.17
H -1.83383 -2.74180 -0.71124 0.26 0.06 -0.58
H -3.13635 -0.04833 0.90057 -0.04 -0.02 0.00
H -1.76164 0.11151 1.84623 0.07 0.40 -0.16
H -3.98189 -2.47860 -1.42422 0.08 -0.18 0.09
H -3.94190 -0.77209 -1.27016 0.29 0.29 0.00
H -4.15163 -1.76156 0.17331 0.01 -0.18 0.32
C 1.55196 1.94081 -0.91208 0.60 0.49 -0.43
C 2.65040 1.43567 0.00258 -1.63 -0.12 0.56
O 3.74359 1.11486 -0.49459 0.45 0.06 -0.31
N 2.37433 1.27333 1.28925 0.77 0.49 -0.23
H 3.17825 1.17906 1.90598 -0.28 -0.20 0.29
H 1.53366 1.71609 1.65611 0.37 -0.05 -0.07
H 1.59708 1.48802 -1.89718 -0.05 -0.28 0.01
H 1.75109 3.00537 -1.07754 -0.02 0.02 0.16
H 0.59161 1.80523 -0.42200 0.01 -0.11 -0.04
```
Positions in Å, forces in eV/Å.

---

# 3
ORCA calculation (the ωB97M-V functional and the def2-TZVPD basis) on 2 unconnected molecules or ions with the total composition C4H13NO.

Energy relative to the best compared isomer or geometry (same formula, charge and spin), kJ/mol: 91.0
SMILES: CCNC.CO

The geometry in XYZ format:
```
19
Properties=species:S:1:pos:R:3:forces:R:3
C 1.05448 -1.08900 -0.70761 -0.11 0.20 0.17
C 0.74901 -0.58144 0.69432 0.24 1.10 0.03
N 0.42654 0.89507 0.69012 -0.15 -1.27 0.06
C 1.55443 1.74855 0.35737 0.08 -0.14 -0.24
H 0.28547 -0.76041 -1.40698 -0.06 -0.11 0.00
H 2.00643 -0.70996 -1.06501 0.17 0.04 -0.05
H 1.10822 -2.17556 -0.70658 -0.03 -0.06 -0.05
H -0.10981 -1.11369 1.10966 0.04 0.15 0.01
H 1.62145 -0.75516 1.34630 -0.20 -0.11 -0.04
H 0.09064 1.14070 1.61055 0.00 -0.01 0.18
H 2.44404 1.52075 0.96132 0.01 0.05 -0.06
H 1.80650 1.62059 -0.70049 0.02 0.10 0.19
H 1.27172 2.78782 0.51907 0.05 0.00 -0.04
C -2.60892 -0.69841 -0.57355 0.44 -0.32 -0.39
O -2.26277 0.55794 -0.08166 1.25 1.20 0.59
H -3.68790 -0.68979 -0.76901 0.23 -0.03 -0.02
H -2.07760 -0.94345 -1.52149 -0.33 0.04 0.41
H -2.40531 -1.49869 0.15171 -0.02 -0.05 -0.08
H -1.26662 0.74416 0.09198 -1.64 -0.78 -0.65
```
Positions in Å, forces in eV/Å.

---

# 4
ORCA calculation (the ωB97M-V functional and the def2-TZVPD basis) on 2 unconnected molecules or ions with the total composition C4H13NO.

Energy relative to the best compared isomer or geometry (same formula, charge and spin), kJ/mol: 133.4
SMILES: CCC.NCO

The geometry in XYZ format:
```
19
Properties=species:S:1:pos:R:3:forces:R:3
C -0.38265 3.08998 1.84369 -0.11 -0.84 -1.07
C 0.83437 3.97163 1.77711 -1.28 1.05 -1.55
C 0.69189 4.94733 0.58085 0.71 0.81 1.44
H -1.29375 3.61790 2.02937 -0.50 0.48 0.59
H -0.23175 2.29364 2.53144 -0.22 -0.64 0.95
H -0.61145 2.56696 0.87982 0.61 0.50 0.41
H 1.69490 3.35890 1.54747 0.48 0.00 0.42
H 0.98541 4.65042 2.62296 0.00 -0.81 0.38
H -0.23275 5.56163 0.51813 0.45 -0.63 0.29
H 1.53214 5.61711 0.80004 -0.17 0.38 -0.88
H 0.86284 4.43153 -0.33099 0.04 -0.31 -0.98
N 0.01067 -4.68371 -2.40914 -0.63 0.54 -0.55
C -0.97160 -5.69734 -2.10476 3.19 -2.15 0.13
O -0.41076 -6.46353 -0.94314 -0.61 -0.24 -0.82
H 0.22302 -4.08249 -1.61256 -0.06 -0.34 -0.37
H 0.87057 -5.06248 -2.82161 -0.70 0.15 0.56
H -1.99123 -5.33119 -1.88811 0.61 -0.21 -0.39
H -0.80801 -6.51581 -2.94261 -1.32 1.85 1.49
H -0.77187 -6.27049 -0.07798 -0.48 0.41 -0.06
```
Positions in Å, forces in eV/Å.

---

# 5
ORCA calculation (the ωB97M-V functional and the def2-TZVPD basis) on 2 unconnected molecules or ions with the total composition C4H13NO.

Energy relative to the best compared isomer or geometry (same formula, charge and spin), kJ/mol: 220.1
SMILES: CNC(C)C.O

The geometry in XYZ format:
```
19
Properties=species:S:1:pos:R:3:forces:R:3
C 0.50538 0.60457 -1.28144 -3.99 -1.40 0.69
N 0.76517 0.05801 0.04611 1.25 2.23 4.19
C 0.42604 -1.13815 0.97917 -0.02 1.65 -1.91
C 1.64525 -1.89716 1.51305 -0.31 -1.45 -2.86
C -0.54142 -1.97647 0.26481 -0.72 0.07 0.02
H -0.66938 0.46849 -1.53407 2.27 0.46 0.03
H 1.04893 0.05462 -1.99425 0.62 -0.54 -1.18
H 0.73166 1.67644 -1.37873 0.11 -0.50 0.51
H 0.70556 0.84275 0.73117 0.38 -0.71 -1.17
H -0.15368 -0.78608 1.86265 0.76 0.46 -0.46
H 1.24341 -2.65588 2.18318 0.46 0.52 0.96
H 2.40520 -1.19408 1.76984 0.48 0.13 1.07
H 2.12448 -2.59275 0.72368 -0.74 1.32 0.63
H -0.42741 -2.92237 0.62975 -0.11 -2.93 1.16
H -0.42622 -2.11369 -0.76786 0.51 0.36 -1.66
H -1.54242 -1.68329 0.46175 -0.99 0.39 -0.02
O -2.25191 3.70950 -1.06943 0.54 -0.54 1.12
H -1.89849 3.01954 -1.61837 0.39 -0.69 -0.18
H -2.69414 4.24751 -1.68966 -0.92 1.20 -0.94
```
Positions in Å, forces in eV/Å.

---

# 6
ORCA calculation (the ωB97M-V functional and the def2-TZVPD basis) on 2 unconnected molecules or ions with the total composition C4H13NO2.

Spin multiplicity: 2
Charge: -1
<S²>: 0.7504
Energy relative to the best compared isomer or geometry (same formula, charge and spin), kJ/mol: 168.2

The geometry in XYZ format:
```
20
Properties=species:S:1:pos:R:3:forces:R:3
C 1.46714 0.83588 0.69674 1.80 -3.37 0.41
C 0.54197 -0.17366 -0.10570 0.23 3.23 0.12
C 0.26665 -1.43708 0.60549 -2.06 -1.49 1.70
C -0.16300 -2.57204 -0.29389 0.38 -1.83 -2.75
O 1.13151 -3.37043 -0.65937 -1.50 2.73 -1.55
N -0.70364 0.61567 -0.44499 -0.66 -0.67 1.86
H 1.35889 0.79552 1.80321 -0.18 -0.16 -0.70
H 1.33562 1.80542 0.39467 -0.71 2.40 -0.86
H 2.58943 0.63324 0.47441 -1.65 -0.05 0.42
H 1.03182 -0.31766 -1.06475 0.17 -0.39 -0.13
H 1.09185 -1.90344 1.14092 0.31 0.53 0.27
H -0.58141 -1.25491 1.36603 1.31 -0.10 -0.89
H -0.85823 -3.39727 0.15034 1.15 1.81 -0.79
H -0.55071 -2.15949 -1.37837 0.40 -1.13 2.80
H 1.44989 -2.77328 -1.42127 -0.24 -1.62 1.70
H -1.07317 0.96135 0.49576 0.60 -0.17 -1.56
H -1.46953 -0.02997 -0.72157 0.65 0.31 -0.10
H -2.29959 5.01852 0.24894 -0.76 -0.14 0.41
H -1.86947 4.34288 -0.90402 -0.29 -0.70 -0.51
O -2.69604 4.38077 -0.38257 1.04 0.79 0.15
```
Positions in Å, forces in eV/Å.

---

Question: Which formula does entry 2 have?
Answer: C4H13N4O

---

Question: Which of these has the highest energy relative to the best compared isomer or geometry (same formula, charge and spin)?
Answer: number 5